Computed, not measured: a structure of composition H2N4O2 at a distorted geometry, with the ωB97M-V functional and the def2-TZVPD basis.

Computed properties:
* LUMO (alpha / beta): -0.983 / -1.053 eV
* orbital gap (alpha / beta): 8.952 / 8.808 eV
* F_max: 3.26 eV Å⁻¹
* net charge: 0
* energy above the lowest of the compared OMol25 structures with the same formula, charge and spin: 106.0 kcal per mole
* HOMO (alpha / beta): -9.935 / -9.861 eV
* DFT total energy: -370.45521 Eh

The geometry in XYZ format:
```
8
H2N4O2, DFT the ωB97M-V functional and the def2-TZVPD basis
N 1.67842 -0.84298 -0.75214
N 0.78368 -1.44726 -0.20470
N 0.00219 -2.07279 0.26502
N -1.91805 -0.26797 0.22574
O -0.26154 1.52565 0.12572
O -1.55943 0.64885 0.78607
H 1.44926 0.06895 -1.16439
H -0.17453 2.38755 0.71868
```

These are the natural (NBO) partial charges, in e, on atoms 1 to 6: -0.564 0.273 -0.108 0.259 -0.761 0.047